Record 1
The following is a DFT calculation (ωB97M-V/def2-TZVPD) of C16H31MoNP2Se as an isolated structure in a non-equilibrium geometry.

Output
HOMO-LUMO gap (spin up / spin down) in eV: 5.150 / 5.238
Relative energy (zero: lowest compared OMol25 entry of this formula, charge and spin) in kJ/mol: 268.4
Lowest unoccupied orbital energy (spin up / spin down) in eV: -8.64 / -8.62

The geometry in ORCA input format:
```
! wB97M-V def2-TZVPD RIJCOSX def2/J DEFGRID3
* xyz 2 3
Mo -1.637 1.069 1.365
Se -3.871 -1.844 4.360
P 2.112 0.066 0.546
P -0.614 2.195 -0.356
N -2.395 0.154 2.867
C -1.682 3.337 0.547
C 3.489 0.341 1.752
C -0.186 -0.432 0.491
C 1.155 2.654 0.134
C -0.443 -0.180 -0.907
C -0.469 2.841 -2.098
C -3.555 0.174 0.622
C 0.142 -0.989 -1.973
C 3.119 -0.965 -0.643
C -0.731 -3.317 -1.644
C -0.246 -3.500 -0.392
C 0.456 -2.767 0.677
C -0.954 -1.997 -2.324
C -0.343 -1.666 1.361
C -3.001 -0.692 3.462
C 2.188 1.638 -0.360
H 0.370 -0.404 -2.900
H 0.095 0.541 1.176
H 2.915 -2.039 -0.506
H 1.001 -1.459 -1.482
H -3.214 -0.882 0.504
H -1.057 -2.063 -3.421
H 2.106 1.417 -1.437
H -1.388 4.291 0.101
H -1.927 -1.582 -1.967
H 2.946 -0.678 -1.693
H -2.730 3.157 0.304
H -1.204 -4.202 -2.122
H -4.312 0.189 1.415
H 0.131 -1.550 2.378
H -3.985 0.533 -0.315
H -1.441 0.240 -1.179
H -0.134 3.900 -2.116
H 0.251 2.269 -2.714
H 1.481 -2.470 0.354
H 1.326 3.661 -0.271
H -1.341 -2.035 1.655
H 1.129 2.730 1.229
H 3.383 1.282 2.317
H 3.531 -0.544 2.409
H 0.589 -3.545 1.447
H 4.201 -0.832 -0.469
H 3.202 2.026 -0.176
H -1.449 2.764 -2.597
H 0.011 -4.553 -0.254
H -1.470 3.313 1.635
H 4.451 0.402 1.206
*
```


Record 2
The following is a DFT calculation (ωB97M-V/def2-TZVPD) of C16H31NOsP2Se as an isolated structure in a non-equilibrium geometry.

Output
HOMO-LUMO gap (spin up / spin down) in eV: 5.468 / 3.615
Relative energy (zero: lowest compared OMol25 entry of this formula, charge and spin) in kJ/mol: 1000.6
Lowest unoccupied orbital energy (spin up / spin down) in eV: -7.20 / -8.86

The geometry in ORCA input format:
```
! wB97M-V def2-TZVPD RIJCOSX def2/J DEFGRID3
* xyz 2 5
Os 1.965 -1.627 2.816
Se -0.587 1.310 6.319
P -0.182 -1.811 -1.277
P 0.115 1.545 -1.494
N 0.963 -0.183 4.240
C -0.957 2.159 1.657
C 0.317 2.610 1.456
C 0.463 -2.545 3.352
C 1.391 2.795 -1.599
C 0.397 0.441 -2.898
C 1.239 0.338 0.614
C -1.406 2.387 -2.144
C -1.163 -3.282 -1.938
C 1.500 -2.399 -1.682
C 0.653 -0.917 1.098
C -1.902 -0.150 0.603
C -1.881 1.421 0.786
C -0.532 -0.759 -2.808
C 0.346 0.398 5.110
C -0.747 -1.159 0.274
C 1.508 1.522 1.487
H 1.375 3.395 -0.684
H 2.143 0.139 0.040
H -1.779 3.172 -1.469
H 0.485 -3.585 2.916
H -2.865 1.613 1.256
H 1.457 0.149 -2.932
H 2.366 2.309 -1.694
H -2.366 -0.516 1.519
H -2.233 1.671 -2.307
H -0.470 -1.352 -3.736
H -0.535 -2.356 3.773
H -1.578 -0.452 -2.747
H 2.399 1.982 1.060
H 1.183 3.423 -2.478
H 1.347 -2.393 3.983
H 0.460 0.671 -0.132
H 1.870 -3.015 -0.863
H -1.961 1.894 -0.206
H 0.191 1.022 -3.810
H 0.653 3.557 1.932
H -1.231 2.102 2.691
H -1.177 -4.111 -1.218
H -0.760 -3.724 -2.878
H 1.244 -1.767 0.704
H 1.787 1.188 2.522
H 2.165 -1.548 -1.818
H -2.214 -3.046 -2.171
H 1.536 -3.013 -2.598
H -1.171 -2.110 0.615
H -2.661 -0.269 -0.141
H -1.163 2.874 -3.101
*
```


Which of these has the highest relative energy (zero: lowest compared OMol25 entry of this formula, charge and spin)? C16H31NOsP2Se